Computed, not measured: an isolated molecule of C3H5N3O in a non-equilibrium geometry, with ωB97M-V/def2-TZVPD.

Summary:
Structure (SMILES): Cc1ncnn1O
Frontier orbital gap in eV: 10.476
Energy above the lowest of the compared OMol25 structures with the same formula, charge and spin in kcal per mole: 66.7
Electronic energy in eV: -9707.690
Largest force on an atom in eV/A: 3.9
Lowest unoccupied orbital energy in eV: 0.80
Spin multiplicity: 1

```
12
Properties=species:S:1:pos:R:3:forces:R:3
O -0.583689 1.837215 -0.037559 2.1206 0.3656 0.3507
N 0.968973 -1.204518 0.025149 2.2309 -3.1224 -0.5167
N 0.338071 0.771018 -0.047383 -0.9164 2.0689 0.4437
N 1.689096 0.922578 -0.008331 -1.5315 -0.4684 -0.8502
C 2.013177 -0.361971 -0.063469 0.2520 0.5110 1.1790
C -0.078674 -0.485421 0.014346 -2.5563 1.3395 -0.7071
C -1.562909 -0.818517 -0.023347 0.5235 -0.6069 -0.7489
H -2.108669 -0.224869 -0.783804 0.6407 -0.4605 0.0390
H 0.013132 2.582854 0.233464 -0.8561 -0.5959 -0.3052
H 3.041310 -0.657257 -0.014851 0.1961 -0.2073 -0.1165
H -1.751966 -1.923584 -0.179383 0.3380 1.4252 0.3572
H -1.977857 -0.437523 0.885165 -0.4414 -0.2489 0.8750
```
Positions in Å, forces in eV/Å.


Computed, not measured: C2H5IN2 as an isolated structure in a non-equilibrium geometry, with ωB97M-V/def2-TZVPD.

Summary:
Frontier orbital gap (spin up / spin down) in eV: 8.627 / 8.765
Energy above the lowest of the compared OMol25 structures with the same formula, charge and spin in kcal per mole: 82.2
Electronic energy in eV: -13230.886
Largest force on an atom in eV/A: 5.4
Lowest unoccupied orbital energy (spin up / spin down) in eV: -0.37 / 0.02
Spin multiplicity: 1

```
10
Properties=species:S:1:pos:R:3:forces:R:3
I 0.404458 -2.716485 0.313343 0.0320 -0.1339 0.0458
N 0.906754 0.162465 -1.241711 0.0610 -0.5350 -0.5125
N -0.478773 -0.921375 0.306792 -0.3331 0.0573 -1.1616
C -0.242500 -0.124316 1.443554 -0.8783 -2.9835 4.3720
C 0.177271 0.861441 -1.972984 1.5461 0.0566 1.4092
H 0.518750 -0.584117 2.210029 -1.1007 1.0949 -1.3751
H 0.013928 0.843182 1.200881 0.5981 2.1765 -0.6337
H -0.688584 1.252312 -1.489046 -1.3495 0.2068 -0.3089
H 0.635728 1.307193 -2.844826 -0.2437 0.0676 -0.5931
H -1.247032 -0.080299 2.073967 1.6682 -0.0073 -1.2422
```
Positions in Å, forces in eV/Å.


Computed, not measured: C28H49LaN2OP3Se as an isolated structure in a non-equilibrium geometry, with ωB97M-V/def2-TZVPD.

Summary:
Frontier orbital gap in eV: 4.511
Charge: +3
Energy above the lowest of the compared OMol25 structures with the same formula, charge and spin in kcal per mole: 0.0
Electronic energy in eV: -128907.359
Largest force on an atom in eV/A: 3.5
Lowest unoccupied orbital energy in eV: -9.83
Spin multiplicity: 1

```
85
Properties=species:S:1:pos:R:3:forces:R:3
La -0.152677 -0.057469 -0.211423 2.1209 -1.6167 2.2615
Se -1.543712 5.297645 -1.147478 0.0536 -0.5755 0.1932
P 0.985624 1.970447 1.677318 0.4616 1.4750 1.0839
P -2.480444 0.174504 1.562937 -1.6717 0.3464 1.3381
P 1.984171 1.027939 -1.950712 1.6367 0.9709 -1.1460
O 0.691859 -2.106786 0.319636 -0.3608 0.6679 -0.1362
N 1.766231 -4.012893 1.150381 -0.4295 0.7531 -0.1743
N 2.857147 -4.275289 1.923916 0.1905 0.4919 -0.2287
C -1.141284 -6.852676 0.067561 0.3654 0.1640 0.0864
C -3.182883 6.531765 -3.175646 0.3121 -0.5635 0.3090
C -4.038787 6.544570 -4.280120 0.0074 -0.4531 0.1058
C 2.799784 2.228351 1.759911 0.1032 -0.3653 -0.1640
C 3.403786 -5.594951 2.163919 0.5907 -0.6513 0.1044
C -3.256641 1.770260 2.018362 0.3353 0.3544 -0.3394
C 1.796423 0.446663 -3.680229 -0.3539 -0.2424 0.1142
C -3.338976 4.108507 -3.089472 0.1988 0.5602 -0.1059
C 0.617393 1.743643 3.460738 -0.0182 -0.4471 -0.0612
C 2.766316 -2.081878 1.664381 -1.2859 0.0049 -0.8035
C 4.756793 -3.106033 2.931500 0.6486 0.2615 0.3010
C 0.460239 3.720268 1.505330 -0.2230 -0.1498 -0.3920
C -2.802347 5.305703 -2.588047 -0.8217 0.0158 -0.8982
C 0.817309 -5.002912 0.777916 -1.0845 -0.2253 -0.2859
C -0.771185 -5.840594 -0.833964 -0.1198 -0.1138 0.5834
C 3.729287 0.559644 -1.634941 -0.0867 -0.4008 0.3435
C -4.528329 5.340801 -4.805624 0.1746 -0.0138 0.2129
C 2.214926 2.824149 -2.243321 -0.4596 0.1456 0.2355
C 0.172004 -4.884973 -0.461063 0.2951 -0.1779 0.0603
C -1.728741 0.902047 -2.054569 -1.2499 -1.7251 -2.1368
C 3.483369 -3.122727 2.197063 -0.0454 -0.3441 0.2839
C -2.433609 -0.614427 3.209926 0.3879 -0.3120 0.0534
C -1.632372 -0.452430 -2.307329 -1.4983 2.1868 -1.3281
C 1.655669 -2.658057 0.987219 1.4631 -0.6023 0.8165
C -0.501911 -6.946437 1.313247 -0.1741 0.1184 -0.2380
C 0.454718 -6.000650 1.681868 0.0600 -0.0145 0.0164
C -3.922792 -0.675365 0.818875 0.1762 -0.1359 -0.3345
C -4.180256 4.125326 -4.203728 0.0168 0.2771 0.0754
H 2.657562 3.297628 -1.354766 -0.1524 -0.0673 -0.3070
H 4.674582 -3.536555 3.935215 -0.0266 -0.0786 -0.2155
H 0.924977 -6.021651 2.669128 -0.3252 -0.1481 -0.3420
H 5.535856 -3.641505 2.373718 -0.1453 0.0333 0.1845
H -0.459170 1.823481 3.650984 0.2419 0.0009 -0.0091
H 3.809741 -0.534745 -1.606772 0.1214 0.2216 0.0151
H 4.376819 0.946562 -2.435382 -0.2548 -0.0701 0.2280
H 4.059714 0.961617 -0.667668 -0.0105 -0.1160 -0.2894
H 0.746330 4.101224 0.517745 -0.0682 0.0454 0.1846
H -3.361366 2.404257 1.125867 -0.0805 -0.0155 0.3147
H 2.881801 2.968422 -3.106429 -0.1965 -0.0447 0.3079
H -1.222687 -5.799520 -1.821128 -0.0234 0.0598 0.2044
H -4.322321 7.495029 -4.732742 0.0966 -0.2713 0.1472
H -2.366735 -1.172113 -1.914083 0.3247 0.3127 0.1642
H -4.086672 -0.313291 -0.205479 -0.1685 -0.1058 0.2391
H -2.376161 -1.703205 3.088214 0.0141 0.1991 0.1301
H -1.138123 1.646566 -2.609695 0.0560 -0.3763 0.3145
H -1.936551 -7.555110 -0.190079 0.4020 0.1343 0.0056
H 0.789360 0.688149 -4.046856 0.2848 -0.0396 -0.1071
H 2.545189 0.945941 -4.310791 -0.2326 -0.1874 0.1500
H 3.011304 2.977389 2.534959 -0.0477 -0.2026 -0.2026
H 3.302911 1.288998 2.021635 0.0215 0.2652 -0.0468
H 2.813747 -6.353922 1.653020 0.1696 0.1796 0.0761
H 4.435751 -5.642567 1.787375 -0.3489 0.0606 0.0849
H -3.741675 -1.757298 0.790026 -0.1364 0.1909 -0.0278
H 3.413583 -5.792684 3.243125 -0.0687 -0.0338 -0.2912
H -0.627775 3.799114 1.611724 0.1735 0.0948 -0.0165
H -5.181861 5.347109 -5.679424 0.2033 0.0189 0.2981
H -2.795710 7.463634 -2.766068 -0.1030 -0.1370 -0.1648
H 2.968208 -1.028465 1.747255 0.1560 -0.0005 -0.0103
H -1.552671 -0.277135 3.771096 -0.2852 -0.1105 -0.0391
H -3.345706 -0.361520 3.768995 0.2516 -0.0673 -0.1899
H 1.943157 -0.640436 -3.723488 -0.0299 0.2241 -0.1118
H -4.562887 3.183916 -4.599630 0.0393 0.2859 0.0875
H 0.949509 4.319168 2.285242 -0.1306 -0.1697 -0.1977
H 1.145613 2.520051 4.030170 -0.1633 -0.1922 -0.1372
H -4.249491 1.572633 2.446814 0.3187 0.0915 -0.0954
H -1.563927 3.802979 -0.952592 -0.0819 0.6466 -0.1184
H -2.632760 2.296565 2.755927 -0.2511 -0.0948 -0.2258
H -3.076771 3.167616 -2.608983 -0.1071 0.0981 -0.1404
H -4.813630 -0.465033 1.427557 0.2336 -0.1271 -0.2175
H 1.241781 3.293888 -2.448900 0.3209 0.0780 0.0140
H 0.968764 0.757194 3.787686 -0.1040 0.1964 0.0875
H -0.949162 -0.855558 -3.068436 0.0041 0.2471 0.3916
H 0.404275 -4.035316 -1.104909 0.0790 -0.5174 0.0398
H -0.747944 -7.756272 2.003678 -0.0242 0.3437 -0.2206
H -2.546329 1.325539 -1.449196 0.4076 -0.3443 0.0414
H 3.187768 2.588962 0.800201 -0.0567 -0.0704 0.2272
H 5.093675 -2.075416 3.051805 -0.0123 -0.1038 -0.0200
```
Positions in Å, forces in eV/Å.


Computed, not measured: a 6-piece molecular cluster, H12O5S2 overall, with ωB97M-V/def2-TZVPD.

Summary:
Structure (SMILES): SS.O.O.O.O.O
Frontier orbital gap in eV: 9.103
Energy above the lowest of the compared OMol25 structures with the same formula, charge and spin in kcal per mole: 19.8
Electronic energy in eV: -32102.519
Largest force on an atom in eV/A: 1.0
Lowest unoccupied orbital energy in eV: 0.22
Spin multiplicity: 1

```
19
Properties=species:S:1:pos:R:3:forces:R:3
S 3.616459 -0.518615 -2.464786 0.0479 -0.3664 -0.2477
S 2.894561 -1.664421 -4.073917 0.2746 0.3686 0.1300
O -2.624385 2.405570 2.233386 0.5718 0.1168 0.1644
O -3.648925 -0.863112 2.589459 0.0118 0.1216 -0.4059
O -0.193346 2.602058 4.065659 0.3463 -0.0729 -0.3888
O -3.523573 -0.743925 -0.532992 0.0452 0.0625 0.0971
O -0.909225 0.229722 3.023694 -0.4143 -0.4637 -0.7622
H -1.275233 -0.661760 2.998517 0.2959 -0.2652 0.5868
H -3.963596 -0.007027 -0.970617 0.0187 -0.0494 0.0205
H -4.207098 -1.167655 -0.005995 -0.1754 -0.0007 -0.1793
H -1.533419 0.606515 2.385511 0.2446 0.5617 0.1027
H 0.087814 1.738536 3.714975 -0.3942 -0.0359 0.2712
H -2.790896 3.292728 1.902148 -0.1334 -0.0527 -0.1142
H 3.171458 -1.380598 -1.545321 -0.1340 0.1024 0.1405
H -3.618473 -0.159550 1.922182 -0.0040 0.0756 0.2996
H -1.802551 2.521056 2.755912 -0.4020 0.0262 0.1062
H -3.590466 -1.658139 2.053050 0.0429 -0.2329 0.1170
H 2.426903 -0.589073 -4.721379 -0.1901 -0.1033 -0.0220
H 0.574169 3.161609 3.914102 -0.0521 0.2079 0.0841
```
Positions in Å, forces in eV/Å.


Computed, not measured: an isolated ion of composition C3HN2OS and charge +1 in a non-equilibrium geometry, with ωB97M-V/def2-TZVPD.

Summary:
Frontier orbital gap in eV: 9.028
Charge: +1
Energy above the lowest of the compared OMol25 structures with the same formula, charge and spin in kcal per mole: 126.8
Electronic energy in eV: -18974.449
Largest force on an atom in eV/A: 3.8
Lowest unoccupied orbital energy in eV: -5.85
Spin multiplicity: 1

```
8
Properties=species:S:1:pos:R:3:forces:R:3
S 0.403251 -1.350477 -1.873686 -0.5373 0.5025 1.7991
O -2.061511 -0.285296 1.822455 0.1457 0.1029 0.0584
N -0.048381 0.381135 0.709305 -0.0176 1.4904 2.9439
N 0.510332 0.454486 -1.710506 -0.0952 2.3125 -2.9824
C 1.502968 -0.122819 -0.919495 1.3957 -0.6636 -0.7646
C 0.061804 -0.130796 -0.554766 1.5717 -2.2062 -0.4783
C -1.111825 0.070898 1.330716 -0.8486 0.1139 0.6070
H 0.743362 0.982869 1.195977 -1.6144 -1.6526 -1.1830
```
Positions in Å, forces in eV/Å.


Computed, not measured: a 2-piece molecular cluster, C6H17NO overall in a non-equilibrium geometry, with ωB97M-V/def2-TZVPD.

Summary:
Structure (SMILES): CCCCCCN.O
Frontier orbital gap in eV: 9.845
Energy above the lowest of the compared OMol25 structures with the same formula, charge and spin in kcal per mole: 61.9
Electronic energy in eV: -10032.897
Largest force on an atom in eV/A: 4.3
Lowest unoccupied orbital energy in eV: 0.81
Spin multiplicity: 1

```
25
Properties=species:S:1:pos:R:3:forces:R:3
O -2.887049 1.483122 -0.863687 0.7582 -1.8122 1.2781
N -0.216325 -3.321859 -0.666637 -4.0900 -0.7026 -0.3543
C 0.434825 0.403771 1.016613 -0.0359 1.0488 -1.1201
C -0.485861 2.760526 0.710154 -2.2958 -2.6387 -0.2933
C 0.759426 1.935356 0.915517 4.0218 0.6132 -0.4141
C 1.249939 -1.359536 -0.778238 0.7590 3.7598 -1.8867
C 0.330386 -0.147158 -0.457103 -1.4077 -2.7999 2.4316
C 0.890485 -2.607705 -0.123403 0.7907 -1.3175 -0.4971
H -2.375510 0.723309 -0.452416 -0.4968 1.0143 -1.3290
H -0.401813 3.807606 0.660218 0.3502 1.4244 0.9628
H 2.329738 -1.132892 -0.566376 -0.7802 -0.0672 -0.4260
H 1.587243 2.293939 1.648731 -2.2018 -0.4947 0.0464
H -3.255072 1.791372 -0.030131 -0.4453 0.6749 -0.1168
H 1.662844 -3.291172 -0.446210 0.8594 -0.2211 0.4014
H 1.048448 -1.437258 -1.878001 0.8909 -0.4112 0.6022
H -0.824178 2.597058 -0.384659 -0.0058 -0.3702 1.9209
H -0.636659 -0.763360 -0.520511 0.5300 1.4888 -0.1782
H -1.294517 -3.103937 -0.565705 3.3739 0.0406 -0.0127
H 1.183422 -0.161817 1.620927 -0.7380 0.4391 -0.3425
H 1.033305 -2.529643 0.935451 -0.7883 -0.2083 0.8628
H 0.296994 0.694407 -1.112040 0.2066 0.1244 -0.8781
H -1.324840 2.323614 1.512944 1.8659 1.6752 -2.2195
H 1.499467 2.179822 0.035511 -1.5882 -0.9544 0.7235
H -0.597242 0.375158 1.438753 0.9577 -0.3572 0.3018
H -0.007457 -3.512722 -1.649701 -0.4907 0.0516 0.5370
```
Positions in Å, forces in eV/Å.


Repeat the second record exactly.
Computed, not measured: C2H5IN2 as an isolated structure in a non-equilibrium geometry, with ωB97M-V/def2-TZVPD.

Summary:
Frontier orbital gap (spin up / spin down) in eV: 8.627 / 8.765
Energy above the lowest of the compared OMol25 structures with the same formula, charge and spin in kcal per mole: 82.2
Electronic energy in eV: -13230.886
Largest force on an atom in eV/A: 5.4
Lowest unoccupied orbital energy (spin up / spin down) in eV: -0.37 / 0.02
Spin multiplicity: 1

```
10
Properties=species:S:1:pos:R:3:forces:R:3
I 0.404458 -2.716485 0.313343 0.0320 -0.1339 0.0458
N 0.906754 0.162465 -1.241711 0.0610 -0.5350 -0.5125
N -0.478773 -0.921375 0.306792 -0.3331 0.0573 -1.1616
C -0.242500 -0.124316 1.443554 -0.8783 -2.9835 4.3720
C 0.177271 0.861441 -1.972984 1.5461 0.0566 1.4092
H 0.518750 -0.584117 2.210029 -1.1007 1.0949 -1.3751
H 0.013928 0.843182 1.200881 0.5981 2.1765 -0.6337
H -0.688584 1.252312 -1.489046 -1.3495 0.2068 -0.3089
H 0.635728 1.307193 -2.844826 -0.2437 0.0676 -0.5931
H -1.247032 -0.080299 2.073967 1.6682 -0.0073 -1.2422
```
Positions in Å, forces in eV/Å.


Question: What is the energy above the lowest of the compared OMol25 structures with the same formula, charge and spin in the first record?
Answer: 66.7 kcal per mole